Entry from the OMol25 dataset: a 12-piece molecular cluster, C17H14Cl44FO4PS overall (ωB97M-V/def2-TZVPD).

## Properties
Largest force on an atom (hartree/bohr): 0.0107
E_LUMO (eV): -0.01
SMILES: O=[P@@](O)(OCCCF)OCCCS.ClC(Cl)(Cl)Cl.ClC(Cl)(Cl)Cl.ClC(Cl)(Cl)Cl.ClC(Cl)(Cl)Cl.ClC(Cl)(Cl)Cl.ClC(Cl)(Cl)Cl.ClC(Cl)(Cl)Cl.ClC(Cl)(Cl)Cl.ClC(Cl)(Cl)Cl.ClC(Cl)(Cl)Cl.ClC(Cl)(Cl)Cl
HOMO (eV): -9.30
Gap between HOMO and LUMO (eV): 9.290

The geometry in ORCA input format:
```
! wB97M-V def2-TZVPD RIJCOSX def2/J DEFGRID3
* xyz 0 1
O -3.428 -0.143 -0.637
P -2.332 -0.016 -1.592
O -1.588 1.400 -1.573
O -1.179 -1.048 -1.291
C -0.509 -2.003 -2.108
C 0.127 -2.977 -1.135
C 1.281 -3.746 -1.738
F 2.414 -2.947 -1.845
O -2.777 -0.211 -3.090
C -2.101 0.309 -4.254
C -1.842 -0.791 -5.257
C -3.084 -1.528 -5.796
S -4.682 -0.656 -5.694
H -1.916 1.913 -0.825
H -1.234 -2.508 -2.753
H 0.242 -1.516 -2.739
H 0.453 -2.408 -0.267
H -0.602 -3.723 -0.815
H 1.040 -4.087 -2.750
H 1.540 -4.621 -1.142
H -2.765 1.059 -4.684
H -1.178 0.812 -3.962
H -1.293 -0.338 -6.088
H -1.164 -1.524 -4.818
H -3.193 -2.496 -5.312
H -2.952 -1.735 -6.858
H -5.094 -1.217 -4.552
Cl 4.674 0.479 1.727
C 3.924 -0.988 1.098
Cl 3.606 -2.110 2.428
Cl 2.411 -0.584 0.290
Cl 5.025 -1.750 -0.056
Cl 7.525 -0.525 -2.538
C 7.231 1.150 -2.049
Cl 8.043 1.461 -0.511
Cl 7.865 2.239 -3.285
Cl 5.496 1.412 -1.857
Cl 9.986 -1.235 3.854
C 8.633 -0.183 3.434
Cl 7.759 -0.854 2.059
Cl 7.537 -0.046 4.812
Cl 9.243 1.423 3.006
Cl -0.945 -4.725 2.144
C -2.309 -3.639 2.465
Cl -3.766 -4.598 2.746
Cl -1.955 -2.675 3.906
Cl -2.559 -2.555 1.108
Cl 4.995 -5.706 1.052
C 6.454 -5.676 2.053
Cl 7.148 -4.056 2.016
Cl 6.033 -6.100 3.715
Cl 7.622 -6.841 1.424
Cl -6.889 -1.598 6.764
C -5.367 -0.708 6.853
Cl -4.819 -0.645 8.532
Cl -4.157 -1.534 5.865
Cl -5.600 0.933 6.246
Cl 5.205 5.024 -4.066
C 4.256 5.158 -2.586
Cl 3.406 6.704 -2.549
Cl 3.068 3.845 -2.541
Cl 5.327 5.043 -1.188
Cl -3.984 3.492 3.430
C -3.991 2.121 2.317
Cl -2.355 1.462 2.191
Cl -5.075 0.867 2.918
Cl -4.544 2.668 0.728
Cl 2.836 8.196 -6.657
C 2.084 6.638 -7.023
Cl 2.151 5.611 -5.592
Cl 0.403 6.892 -7.499
Cl 2.960 5.862 -8.348
Cl -9.362 -6.550 7.772
C -8.390 -5.098 7.523
Cl -9.442 -3.767 7.019
Cl -7.576 -4.663 9.027
Cl -7.185 -5.398 6.267
Cl -4.549 6.585 1.835
C -4.562 7.938 2.964
Cl -3.697 7.474 4.437
Cl -3.766 9.335 2.233
Cl -6.229 8.356 3.371
*
```

---

Entry from the OMol25 dataset: C17H14CoN6O9PS2 as an isolated structure (ωB97M-V/def2-TZVPD).

## Properties
ΔE to the lowest compared entry with this formula, charge and spin (kJ/mol): 0.0
Largest force on an atom (hartree/bohr): 0.0161
E_LUMO (alpha / beta) (eV): -1.22 / -3.38
HOMO (alpha / beta) (eV): -8.78 / -9.12
Gap between HOMO and LUMO (alpha / beta) (eV): 7.567 / 5.743

The geometry in ORCA input format:
```
! wB97M-V def2-TZVPD RIJCOSX def2/J DEFGRID3
* xyz 0 5
Co 0.552 1.047 -0.172
O 0.482 -0.286 3.915
C 0.028 -0.158 2.801
O 0.346 0.889 2.028
C -0.871 -1.175 2.192
C -1.633 -1.923 3.072
C -2.389 -2.979 2.619
C -2.318 -3.385 1.302
C -1.504 -2.690 0.445
C -0.821 -1.497 0.807
O -0.217 -0.787 -0.090
N -1.328 -3.267 -0.899
O -0.191 -3.327 -1.362
O -2.308 -3.694 -1.468
N -3.223 -3.741 3.563
O -3.244 -3.375 4.724
O -3.841 -4.696 3.125
H -1.637 -1.673 4.124
H -2.868 -4.249 0.959
S 0.686 0.933 -2.579
C -0.380 2.169 -3.011
C -0.703 2.322 -4.387
C -1.569 3.288 -4.807
C -1.885 3.417 -6.210
N -2.127 3.516 -7.331
C -2.154 4.164 -3.847
C -1.850 4.046 -2.514
C -0.960 3.058 -2.044
S -0.617 3.004 -0.363
C -3.078 5.190 -4.268
N -3.818 6.012 -4.586
H -0.253 1.654 -5.109
H -2.300 4.725 -1.803
N 2.099 -2.146 -0.472
C 2.570 -1.778 0.913
P 3.457 -0.150 0.793
O 4.753 -0.485 0.163
O 2.508 0.786 0.045
C 3.625 0.454 2.511
N 2.835 1.681 2.746
H 1.781 -3.106 -0.552
H 2.840 -1.963 -1.151
H 1.267 -1.587 -0.700
H 3.300 -2.519 1.232
H 1.715 -1.802 1.581
H 4.694 0.591 2.669
H 3.273 -0.317 3.199
H 3.092 2.403 2.084
H 3.001 2.037 3.679
H 1.179 1.371 2.431
*
```

---

Entry from the OMol25 dataset: a 2-piece molecular cluster, C17H14F4NS overall (ωB97M-V/def2-TZVPD).

## Properties
Largest force on an atom (hartree/bohr): 0.0554
E_LUMO (eV): -6.53
HOMO (eV): -10.60
Gap between HOMO and LUMO (eV): 4.066

The geometry in ORCA input format:
```
! wB97M-V def2-TZVPD RIJCOSX def2/J DEFGRID3
* xyz 1 1
C 3.618 -3.039 1.863
S 2.200 -2.460 0.838
C 0.853 -3.053 1.953
C 2.143 -0.784 1.169
C 2.353 0.177 0.195
N 2.546 1.039 -0.590
H 4.524 -2.690 1.357
H 3.541 -2.621 2.874
H 3.591 -4.135 1.877
H -0.090 -2.712 1.509
H 0.899 -4.149 1.958
H 0.997 -2.636 2.958
H 2.048 -0.482 2.220
F -1.602 0.922 -5.067
C -1.485 0.139 -3.937
C -1.450 -1.244 -4.111
C -1.339 -2.003 -2.943
F -1.308 -3.374 -3.062
C -1.261 -1.441 -1.688
C -1.282 -0.020 -1.518
C -1.179 0.446 -0.182
C -1.138 1.753 0.366
C -1.001 1.828 1.788
C -0.922 3.046 2.426
F -0.770 3.072 3.793
C -0.989 4.265 1.746
C -1.147 4.184 0.363
F -1.229 5.368 -0.342
C -1.225 2.990 -0.341
C -1.410 0.769 -2.703
H -1.506 -1.700 -5.090
H -1.176 -2.063 -0.798
H -1.152 -0.352 0.568
H -0.948 0.897 2.349
H -0.924 5.214 2.260
H -1.341 3.002 -1.416
H -1.440 1.849 -2.643
*
```

---

Entry from the OMol25 dataset: C17H14INPPtSbSe6 as an isolated structure (ωB97M-V/def2-TZVPD).

## Properties
ΔE to the lowest compared entry with this formula, charge and spin (kJ/mol): 111.5
Largest force on an atom (hartree/bohr): 0.0037
E_LUMO (alpha / beta) (eV): 3.19 / 3.19
HOMO (alpha / beta) (eV): -1.37 / -1.35
Gap between HOMO and LUMO (alpha / beta) (eV): 4.565 / 4.544

The geometry in ORCA input format:
```
! wB97M-V def2-TZVPD RIJCOSX def2/J DEFGRID3
* xyz -2 3
Pt 0.513 -0.141 0.279
Se -0.489 2.519 0.602
P -0.395 2.086 -1.508
Se -0.979 0.084 -2.054
C 1.274 2.458 -2.155
C 1.777 1.753 -3.242
C 3.040 2.042 -3.734
C 3.805 3.036 -3.144
C 3.307 3.740 -2.058
C 2.046 3.450 -1.561
C -1.404 3.318 -2.430
C -1.521 4.618 -1.946
C -2.238 5.568 -2.657
C -2.847 5.227 -3.857
C -2.737 3.931 -4.340
C -2.018 2.980 -3.629
H 1.192 0.946 -3.667
H 3.441 1.462 -4.555
H 4.804 3.240 -3.511
H 3.915 4.493 -1.573
H 1.673 3.958 -0.680
H -1.061 4.872 -0.999
H -2.326 6.576 -2.269
H -3.412 5.968 -4.410
H -3.216 3.656 -5.272
H -1.939 1.962 -3.992
I -5.532 0.004 1.297
C -3.660 -0.833 1.693
C -3.530 -1.874 2.598
C -2.262 -2.383 2.816
C -1.185 -1.844 2.130
N -1.333 -0.842 1.260
C -2.548 -0.337 1.039
H -4.392 -2.271 3.115
H -2.095 -3.194 3.510
H -0.170 -2.213 2.262
H -2.608 0.475 0.327
Se 1.839 -3.610 1.288
Sb 3.770 -2.165 0.933
Se 2.801 0.092 -0.116
Se 5.204 -2.793 -0.917
Se 4.814 -1.289 2.934
*
```

---

Entry from the OMol25 dataset: C17H14IrN4O4SSe as an isolated structure (ωB97M-V/def2-TZVPD).

## Properties
Largest force on an atom (hartree/bohr): 0.0464
E_LUMO (alpha / beta) (eV): -9.16 / -9.88
HOMO (alpha / beta) (eV): -13.74 / -13.73
Gap between HOMO and LUMO (alpha / beta) (eV): 4.574 / 3.848

The geometry in ORCA input format:
```
! wB97M-V def2-TZVPD RIJCOSX def2/J DEFGRID3
* xyz 2 2
Ir -0.129 1.271 0.037
O 4.359 -0.219 3.478
C 4.637 -0.298 2.191
O 5.740 -0.376 1.739
C 3.494 -0.275 1.206
C 3.655 -0.623 -0.127
N 2.495 -0.392 -0.757
N 1.579 0.073 0.107
C 2.177 0.158 1.293
C 1.363 0.718 2.392
O 1.672 0.584 3.539
O 0.298 1.387 1.972
H 3.420 -0.068 3.689
H 4.533 -1.008 -0.623
H 2.270 -0.562 -1.726
N -6.630 -1.626 -0.441
C -6.280 -0.439 0.070
S -7.393 0.667 0.553
C -4.827 -0.087 0.118
C -4.403 1.048 0.814
C -3.098 1.452 0.730
N -2.176 0.779 -0.004
C -2.557 -0.362 -0.615
C -3.853 -0.816 -0.574
H -7.609 -1.857 -0.505
H -5.971 -2.340 -0.696
H -5.107 1.616 1.404
H -2.769 2.339 1.253
H -1.798 -0.905 -1.163
H -4.092 -1.721 -1.112
Se 1.440 2.917 -1.032
C 0.813 4.552 -0.451
C 1.650 5.683 -0.591
C 1.186 6.912 -0.189
C -0.104 7.039 0.333
C -0.938 5.920 0.481
C -0.484 4.684 0.103
H 2.646 5.579 -1.004
H 1.822 7.782 -0.278
H -0.467 8.014 0.629
H -1.932 6.036 0.890
H -1.104 3.804 0.214
*
```

---

Entry from the OMol25 dataset: a 2-piece molecular cluster, C17H14N4OS3 overall (ωB97M-V/def2-TZVPD).

## Properties
ΔE to the lowest compared entry with this formula, charge and spin (kJ/mol): 1341.1
Largest force on an atom (hartree/bohr): 0.2586
E_LUMO (eV): -0.53
HOMO (eV): -7.77
Gap between HOMO and LUMO (eV): 7.232

The geometry in ORCA input format:
```
! wB97M-V def2-TZVPD RIJCOSX def2/J DEFGRID3
* xyz 0 1
C -0.812 0.612 -4.585
H -0.308 -0.305 -3.975
O 0.040 1.700 -4.480
C 0.112 2.340 -3.398
C -0.448 1.747 -2.358
C -0.234 2.640 -1.063
C 0.407 3.908 -1.050
C 1.169 4.217 -2.311
C 0.938 3.583 -3.496
H 1.206 3.913 -4.351
H 1.818 5.303 -2.184
H 0.921 4.353 -0.203
N -0.697 2.009 0.086
C -1.075 1.010 0.680
N -1.117 0.599 1.787
N -1.757 -0.396 2.142
C -2.222 -1.212 1.085
S -2.650 -2.772 1.140
C -0.854 -3.706 0.635
C 0.143 -2.635 0.944
N 0.645 -1.880 -0.030
C 1.535 -0.828 0.681
C 2.202 0.128 0.092
C 2.963 0.991 0.833
C 3.562 0.422 2.005
C 2.723 -0.627 2.766
C 1.658 -1.404 1.906
S 1.029 -2.704 2.561
H 2.835 -0.687 3.734
H 3.907 1.143 2.683
H 3.594 1.677 0.316
H 1.948 0.223 -1.122
H -0.908 -4.572 1.134
H -1.153 -3.807 -0.601
S -1.888 -0.255 -0.464
H -0.160 2.771 1.142
H -0.851 0.879 -2.280
H -1.920 0.903 -4.173
H -0.727 0.342 -5.703
*
```

---

Question: Which formula does entry 4 have?
Answer: C17H14INPPtSbSe6